(1)
Below is a structure of composition C46H58GeN4O2PPtS2Si3, with properties calculated with ωB97M-V/def2-TZVPD.

⟨S²⟩: 0.76
Relative energy (zero: lowest compared OMol25 entry of this formula, charge and spin) (kcal per mole): 0.0
Spin multiplicity: 2
Frontier orbital gap (alpha / beta) (eV): 6.90 / 4.83
Charge: +2
LUMO level (alpha / beta) (hartree): -0.204 / -0.281
HOMO energy (alpha / beta) (eV): -12.5 / -12.5

Atoms and positions in Å:
Pt1 -0.0059 0.1277 0.3147
S1 -0.8910 1.6659 1.9433
C1 -1.7807 0.1974 2.2547
N1 -1.2058 -0.8105 1.6448
C2 -1.7025 -2.0405 2.0373
C3 -1.2104 -3.2932 1.6881
C4 -1.8650 -4.4016 2.1838
C5 -2.9905 -4.2677 3.0084
C6 -3.4692 -3.0244 3.3774
C7 -2.8001 -1.9043 2.8943
S2 -3.1294 -0.2180 3.2265
H1 -0.3526 -3.3786 1.0357
H2 -1.5076 -5.3893 1.9241
H3 -3.4879 -5.1544 3.3768
H4 -4.3259 -2.9296 4.0307
O1 2.8206 3.2854 -5.2374
C8 3.4436 2.2084 -4.5815
C9 2.6287 1.8318 -3.3788
C10 3.0226 0.7882 -2.5470
C11 2.2402 0.4815 -1.4646
N2 1.0964 1.1275 -1.1537
C12 0.6780 2.1088 -1.9745
C13 1.4528 2.4864 -3.0685
C14 -0.6453 2.7600 -1.7523
C15 -0.9408 3.9996 -2.3120
C16 -2.2003 4.5471 -2.1184
C17 -2.5694 5.8666 -2.7562
O2 -1.4450 6.6229 -3.1454
C18 -3.1168 3.8320 -1.3558
C19 -2.7329 2.6116 -0.8314
N3 -1.5306 2.0793 -1.0282
H5 3.3392 3.5407 -6.0065
H6 4.4565 2.4643 -4.2484
H7 3.5248 1.3279 -5.2303
H8 3.9224 0.2169 -2.7349
H9 2.5064 -0.3325 -0.8135
H10 1.1149 3.2653 -3.7334
H11 -0.2245 4.5726 -2.8822
H12 -3.2328 6.4263 -2.0919
H13 -3.1351 5.6555 -3.6669
H14 -1.1775 7.1999 -2.4238
H15 -4.1109 4.2177 -1.1676
H16 -3.4221 2.0274 -0.2306
N4 -0.0020 -1.2200 -1.0833
P1 -1.1074 -2.0811 -1.7906
C20 -0.9220 -3.8745 -1.6078
C21 0.3477 -4.3559 -1.2937
C22 0.5760 -5.7193 -1.1923
C23 -0.4634 -6.6141 -1.4111
C24 -1.7243 -6.1434 -1.7489
C25 -1.9536 -4.7788 -1.8536
C26 -2.8316 -1.6652 -1.3978
C27 -3.3478 -0.5068 -1.9819
C28 -4.6274 -0.0740 -1.6726
C29 -5.4054 -0.7884 -0.7710
C30 -4.9017 -1.9407 -0.1859
C31 -3.6219 -2.3797 -0.4990
C32 -0.9878 -1.7960 -3.5779
C33 0.0421 -1.0052 -4.0727
C34 0.1421 -0.7661 -5.4365
C35 -0.7847 -1.3179 -6.3081
C36 -1.8143 -2.1117 -5.8176
C37 -1.9164 -2.3501 -4.4568
H17 1.1553 -3.6502 -1.1445
H18 1.5659 -6.0870 -0.9550
H19 -0.2867 -7.6788 -1.3345
H20 -2.5306 -6.8398 -1.9374
H21 -2.9402 -4.4271 -2.1270
H22 -2.7491 0.0467 -2.6952
H23 -5.0261 0.8127 -2.1491
H24 -6.4100 -0.4582 -0.5407
H25 -5.5120 -2.5131 0.5009
H26 -3.2504 -3.2884 -0.0461
H27 0.7571 -0.5877 -3.3759
H28 0.9425 -0.1461 -5.8207
H29 -0.7078 -1.1317 -7.3711
H30 -2.5377 -2.5420 -6.4970
H31 -2.7286 -2.9623 -4.0821
C38 2.8745 -2.2673 0.9953
Si1 2.7633 -1.3252 2.5997
C39 1.8969 -2.3623 3.8796
C40 4.4659 -0.7540 3.1094
Ge1 1.5657 0.7865 2.1476
Si2 2.5700 2.9868 1.6859
C41 1.1734 4.1840 1.3557
C42 3.6017 3.4549 3.1717
C43 3.7398 2.9341 0.2306
Si3 0.9614 1.2734 4.7253
C44 -0.1545 -0.1300 5.2459
C45 0.2045 2.9566 4.9548
C46 2.5781 1.1400 5.6308
H32 3.3200 -3.2414 1.2225
H33 3.5287 -1.7874 0.2678
H34 1.8975 -2.4278 0.5393
H35 2.3443 -3.3601 3.8578
H36 0.8316 -2.4769 3.6744
H37 2.0204 -1.9724 4.8888
H38 5.0943 -1.6378 3.2538
H39 4.4849 -0.1802 4.0344
H40 4.9304 -0.1521 2.3251
H41 0.6474 4.4672 2.2695
H42 0.4450 3.7912 0.6434
H43 1.5897 5.0962 0.9188
H44 3.0271 3.7236 4.0554
H45 4.1959 4.3290 2.8911
H46 4.3055 2.6641 3.4383
H47 3.2197 2.9721 -0.7240
H48 4.4040 2.0687 0.2374
H49 4.3675 3.8278 0.2986
H50 -0.5568 -0.7205 4.4280
H51 -0.9941 0.2623 5.8248
H52 0.4077 -0.8075 5.8890
H53 -0.5951 3.1924 4.2572
H54 0.9447 3.7543 4.9323
H55 -0.2280 2.9501 5.9619
H56 3.0386 0.1587 5.5341
H57 2.3071 1.2610 6.6876
H58 3.3051 1.9119 5.3897

Mulliken population analysis, charges in e, atoms 1 to 8: atom 1 (Pt): -0.183, atom 2 (S): -0.702, atom 3 (C): 0.534, atom 4 (N): 0.906, atom 5 (C): -1.612, atom 6 (C): -0.292, atom 7 (C): -0.853, atom 8 (C): -0.960

***

(2)
Below is a structure of composition C46H58GeN4O2RbS, with properties calculated with ωB97M-V/def2-TZVPD.

Relative energy (zero: lowest compared OMol25 entry of this formula, charge and spin) (kcal per mole): 7.4
Spin multiplicity: 1
Frontier orbital gap (eV): 5.63
Charge: -1
LUMO level (hartree): 0.071
HOMO energy (eV): -3.7

Atoms and positions in Å:
Rb1 -0.2673 0.4182 0.5515
C1 -3.0478 0.8233 2.2768
C2 -2.6802 -0.4116 2.8744
C3 -2.7794 -1.4073 1.8471
C4 -3.2279 -0.7454 0.6789
C5 -3.4007 0.6224 0.9327
C6 -3.9984 1.6246 -0.0348
C7 -3.8710 3.0473 0.5096
C8 -5.4929 1.3176 -0.2270
C9 -3.3127 1.5438 -1.4048
C10 -2.6668 -2.9310 1.8300
C11 -4.0320 -3.5610 2.1623
C12 -2.2800 -3.4024 0.4164
C13 -1.6053 -3.5215 2.7656
C14 -2.4140 -0.5060 4.3795
C15 -3.4497 -1.4078 5.0702
C16 -2.5564 0.8769 5.0334
C17 -0.9972 -0.9845 4.7342
H1 -3.0926 1.7741 2.7901
H2 -3.4153 -1.2192 -0.2773
H3 -4.4407 3.1633 1.4341
H4 -4.2460 3.7732 -0.2188
H5 -2.8277 3.2836 0.7263
H6 -6.0114 1.3517 0.7337
H7 -5.6207 0.3160 -0.6407
H8 -5.9624 2.0380 -0.9069
H9 -2.2484 1.7814 -1.3431
H10 -3.7732 2.2426 -2.1123
H11 -3.3882 0.5391 -1.8223
H12 -4.7810 -3.2110 1.4500
H13 -4.3669 -3.2769 3.1603
H14 -3.9833 -4.6551 2.1115
H15 -3.0366 -3.1592 -0.3280
H16 -2.1457 -4.4889 0.4116
H17 -1.3432 -2.9378 0.0927
H18 -1.8257 -3.3541 3.8169
H19 -0.6206 -3.0997 2.5484
H20 -1.5463 -4.6039 2.6140
H21 -4.4567 -1.0423 4.8564
H22 -3.3002 -1.4020 6.1555
H23 -3.3940 -2.4389 4.7315
H24 -3.5536 1.2917 4.8745
H25 -1.8178 1.5793 4.6412
H26 -2.3881 0.7860 6.1104
H27 -0.7894 -1.9825 4.3552
H28 -0.8583 -0.9996 5.8214
H29 -0.2579 -0.2989 4.3177
C18 2.5309 1.8907 -3.0359
C19 1.0989 1.9254 -2.5884
N1 0.3544 0.9015 -2.4511
N2 1.0052 -0.3021 -2.6403
C20 0.2436 -1.4500 -2.5984
N3 0.9420 -2.4990 -2.0991
S1 -1.3049 -1.5687 -3.1671
C21 0.4890 3.2213 -2.1815
C22 0.4509 4.3072 -3.0491
C23 -0.1314 5.4852 -2.6183
C24 -0.6254 5.5522 -1.3248
C25 -0.5169 4.4271 -0.5230
N4 0.0188 3.2806 -0.9342
H30 3.1623 1.5600 -2.2056
H31 2.8681 2.8767 -3.3506
H32 2.6510 1.1746 -3.8502
H33 1.8519 -0.3606 -2.0677
H34 1.6915 -2.2900 -1.4440
H35 0.4177 -3.3480 -1.9827
H36 0.8528 4.2133 -4.0498
H37 -0.1988 6.3390 -3.2805
H38 -1.0831 6.4535 -0.9411
H39 -0.8761 4.4448 0.4993
O1 2.6052 -0.7072 -0.4948
C26 2.4794 -0.7039 0.7593
O2 2.3378 0.3122 1.4778
C27 2.4265 -2.0652 1.4555
C28 2.0686 -1.9434 2.9296
Ge1 3.2132 -0.6380 3.8551
C29 4.8845 -0.3064 2.8887
C30 5.2246 0.9716 2.4514
C31 6.3967 1.1903 1.7420
C32 7.2421 0.1278 1.4484
C33 6.9124 -1.1522 1.8690
C34 5.7422 -1.3629 2.5881
C35 2.4732 1.0491 4.5528
C36 2.9790 1.4940 5.7756
C37 2.5320 2.6720 6.3587
C38 1.5503 3.4258 5.7325
C39 1.0270 2.9938 4.5233
C40 1.4883 1.8223 3.9371
C41 3.7494 -1.5897 5.5099
C42 2.7537 -2.2184 6.2614
C43 3.0487 -2.8582 7.4572
C44 4.3565 -2.8864 7.9240
C45 5.3593 -2.2659 7.1938
C46 5.0540 -1.6223 5.9998
H40 3.3917 -2.5567 1.3008
H41 1.6882 -2.6760 0.9220
H42 2.1646 -2.9064 3.4357
H43 1.0319 -1.6221 3.0397
H44 4.5514 1.7971 2.6512
H45 6.6456 2.1895 1.4057
H46 8.1528 0.2966 0.8864
H47 7.5652 -1.9854 1.6379
H48 5.4973 -2.3681 2.9207
H49 3.7274 0.9039 6.2934
H50 2.9436 2.9923 7.3082
H51 1.1881 4.3394 6.1881
H52 0.2471 3.5650 4.0333
H53 1.0617 1.5170 2.9921
H54 1.7246 -2.2006 5.9130
H55 2.2592 -3.3353 8.0253
H56 4.5916 -3.3886 8.8545
H57 6.3818 -2.2828 7.5527
H58 5.8473 -1.1419 5.4368

Mulliken population analysis, charges in e, atoms 1 to 8: atom 1 (Rb): 0.785, atom 2 (C): -0.007, atom 3 (C): 0.464, atom 4 (C): -0.003, atom 5 (C): -0.813, atom 6 (C): -1.156, atom 7 (C): 2.798, atom 8 (C): -1.807

***

Number 1: calculated total energy -6359.25203 a.u.. Number 2: calculated total energy -4656.47506 a.u..